Record 1
C12H28AgFN4O4 | ωB97M-V/def2-TZVPD

The geometry in XYZ format:
```
50
Properties=species:S:1:pos:R:3
Ag 0.692 0.722 0.636
F 0.856 2.798 1.481
C -2.174 -0.432 1.995
O -1.137 -0.919 1.600
N -3.262 -1.135 2.375
C -4.355 -0.471 3.054
C -3.428 -2.540 2.098
H -2.310 0.644 2.160
H -4.441 -0.826 4.079
H -5.297 -0.534 2.504
H -4.187 0.609 3.091
H -3.648 -3.113 2.996
H -4.192 -2.693 1.328
H -2.515 -2.897 1.621
C 1.947 -0.672 -2.347
O 1.681 -0.760 -1.161
N 2.208 0.471 -3.008
C 2.418 0.496 -4.445
C 1.896 1.774 -2.441
H 2.041 -1.589 -2.959
H 2.792 -0.479 -4.754
H 3.127 1.249 -4.784
H 1.471 0.723 -4.945
H 2.711 2.473 -2.620
H 0.932 2.127 -2.818
H 1.797 1.757 -1.353
C 2.159 -1.858 1.880
O 2.176 -0.640 1.865
N 3.130 -2.612 2.438
C 3.085 -4.047 2.304
C 4.297 -2.034 3.090
H 1.328 -2.456 1.485
H 4.056 -4.432 1.966
H 2.378 -4.483 1.604
H 2.926 -4.509 3.286
H 4.260 -0.953 3.113
H 4.310 -2.439 4.105
H 5.178 -2.404 2.561
C -2.000 1.486 -1.688
O -1.437 0.998 -0.728
N -2.030 2.799 -1.934
C -2.761 3.401 -3.029
C -1.430 3.753 -0.997
H -2.543 0.872 -2.425
H -3.292 2.662 -3.628
H -2.050 3.969 -3.631
H -3.526 4.111 -2.704
H -1.205 3.271 -0.048
H -0.500 4.183 -1.376
H -2.133 4.580 -0.893
```

Calculated values
* orbital gap: 7.9551 eV
* ΔE to the lowest compared entry with this formula, charge and spin: 29.1 kJ/mol

Atom charges from the natural (NBO) analysis, given in e for atoms 1 to 6: atom 1 (Ag): 0.92, atom 2 (F): -0.94, atom 3 (C): 0.55, atom 4 (O): -0.65, atom 5 (N): -0.43, atom 6 (C): -0.41

***

Record 2
C32H26ClN6O4PRu | ωB97M-V/def2-TZVPD

The geometry in XYZ format:
```
71
Properties=species:S:1:pos:R:3
Ru -0.787 0.066 -1.378
N -2.366 3.785 0.122
C -1.573 2.743 -0.076
N -1.729 1.892 -1.048
C -2.779 2.074 -1.992
N -2.870 1.278 -2.995
N -1.945 0.283 -2.939
C -1.682 -0.504 -4.002
C -0.571 -1.351 -3.882
C -0.152 -2.249 -4.887
C 0.992 -2.977 -4.711
C 1.746 -2.819 -3.533
C 1.293 -1.947 -2.576
N 0.158 -1.242 -2.708
C -3.696 3.189 -1.784
C -4.792 3.425 -2.611
C -5.634 4.491 -2.360
C -5.396 5.335 -1.279
C -4.315 5.113 -0.446
C -3.474 4.041 -0.706
H -2.189 4.393 0.905
H -0.744 2.601 0.608
H -2.297 -0.454 -4.890
H -0.742 -2.337 -5.789
H 1.322 -3.664 -5.479
H 2.666 -3.360 -3.371
H 1.850 -1.791 -1.661
H -4.967 2.755 -3.441
H -6.484 4.668 -3.004
H -6.059 6.166 -1.084
H -4.125 5.762 0.401
O -3.631 0.570 1.069
Cl -2.488 -0.296 1.303
O -2.831 -1.419 2.144
O -2.161 -0.922 -0.093
O 1.316 1.401 -0.158
N 0.703 0.281 0.123
P 1.563 -0.603 1.288
C 1.910 0.499 2.644
C 3.188 0.612 3.178
C 3.404 1.450 4.264
C 2.349 2.164 4.808
C 1.069 2.050 4.275
C 0.846 1.220 3.192
C 3.093 -1.204 0.575
C 3.435 -2.551 0.685
C 4.601 -3.012 0.091
C 5.416 -2.135 -0.609
C 5.078 -0.790 -0.714
C 3.919 -0.317 -0.122
C 0.555 -1.962 1.821
C 0.305 -2.161 3.178
C -0.474 -3.236 3.577
C -0.997 -4.102 2.631
C -0.739 -3.913 1.279
C 0.042 -2.850 0.871
H 4.011 0.054 2.750
H 4.397 1.543 4.681
H 2.522 2.814 5.656
H 0.248 2.603 4.712
H -0.152 1.114 2.778
H 2.794 -3.236 1.225
H 4.869 -4.056 0.178
H 6.324 -2.498 -1.073
H 5.720 -0.110 -1.257
H 3.646 0.726 -0.204
H 0.708 -1.481 3.917
H -0.680 -3.388 4.628
H -1.617 -4.930 2.947
H -1.158 -4.587 0.545
H 0.238 -2.705 -0.184
```

Calculated values
* orbital gap (alpha / beta): 6.2007 / 6.5927 eV
* ΔE to the lowest compared entry with this formula, charge and spin: 9.6 kJ/mol
* 2S+1: 6
* charge: +1
* ⟨S²⟩: 8.79

Atom charges from the Mulliken analysis, given in e for atoms 1 to 6: atom 1 (Ru): 0.55, atom 2 (N): 0.15, atom 3 (C): -0.61, atom 4 (N): 0.09, atom 5 (C): 0.11, atom 6 (N): -1.13

***

So what do the calculations give for energy? Going down the list: -33764.687; -75116.034 eV.